[1]
The following is a DFT calculation (wB97M-V/def2-TZVPD) of 2 unconnected molecules or ions with the total composition C9H9N3O2 at a distorted geometry.

Cartesian coordinates (Å):
C (-1.2404, -1.0491, -0.7709)
C (-1.4170, -1.5549, 0.5706)
C (-1.8880, -0.7566, 1.5260)
C (-2.0436, 1.1604, 0.0275)
C (3.2526, 0.6607, 0.7433)
C (2.8035, 1.3390, -0.4216)
C (1.8661, 0.6253, -1.1593)
C (1.3953, -0.5202, -0.6319)
C (1.8178, -1.0569, 0.5059)
H (-1.5120, 0.7209, -1.8786)
H (-1.1167, -2.5630, 0.7376)
H (-1.9847, -1.0507, 2.5607)
H (-2.7226, 1.1298, 1.9800)
H (4.2459, 0.9230, 1.2802)
H (3.4124, 2.3372, -0.5078)
H (1.4347, 0.9399, -2.0810)
H (0.7391, -1.2267, -1.3951)
H (1.4727, -2.0400, 0.8267)
N (-1.6071, 0.2850, -0.9474)
N (-2.2701, 0.5345, 1.2705)
N (2.8546, -0.5160, 1.2629)
O (-0.8358, -1.6595, -1.7377)
O (-2.1754, 2.3618, -0.1327)

Values from the calculation:
Strongest force on any atom   0.114 hartree/bohr
Kohn-Sham gap   0.355 Eh
Highest occupied orbital energy   -9.4 eV
E_tot   -663.0792 a.u.
SMILES   O=c1cc[nH]c(=O)[nH]1.c1ccncc1


[2]
The following is a DFT calculation (wB97M-V/def2-TZVPD) of C4H8BrI in the gas phase at a distorted geometry.

Cartesian coordinates (Å):
C (0.7955, -0.6357, -1.2376)
C (-1.0547, 0.2000, 1.1621)
C (0.8231, 0.7153, -0.4920)
C (0.4031, 0.7757, 0.8900)
Br (-0.2134, 2.0265, -1.5867)
I (1.7559, -0.2257, 2.1585)
H (0.8660, -1.5178, -0.6514)
H (1.6032, -0.5257, -2.0348)
H (0.0045, -0.8671, -1.9246)
H (-1.6545, 0.3992, 0.2979)
H (-1.0111, -0.8592, 1.2580)
H (-1.3795, 0.6591, 2.1047)
H (1.7757, 1.2005, -0.5636)
H (0.2163, 1.8711, 1.1471)

Values from the calculation:
Strongest force on any atom   0.086 hartree/bohr
Kohn-Sham gap   0.368 Eh
Highest occupied orbital energy   -9.7 eV
E_tot   -3028.8947 a.u.
SMILES   C[C@@H](Br)[C@@H](C)I


[3]
The following is a DFT calculation (wB97M-V/def2-TZVPD) of 4 unconnected molecules or ions with the total composition CH10N2O3 at a distorted geometry.

Cartesian coordinates (Å):
N (-1.1638, -0.6741, -0.5590)
C (-0.6740, -1.5286, -1.4803)
N (0.4008, -1.2835, -2.1156)
H (-1.5792, -1.0286, 0.2747)
H (-0.7772, 0.2569, -0.6557)
H (-1.0533, -2.5631, -1.4357)
H (0.9282, -2.0052, -2.5771)
H (1.0939, 0.9620, 0.8268)
H (0.9155, 2.3918, 1.0343)
O (0.5250, 1.6867, 0.5108)
H (1.7434, -0.8405, -0.8017)
H (1.9516, -1.3948, 0.6156)
O (2.2576, -0.7041, 0.0252)
H (-2.1591, 2.5996, 2.4264)
H (-1.0044, 2.1121, 1.5225)
O (-1.4050, 2.0135, 2.3889)

Values from the calculation:
Strongest force on any atom   0.057 hartree/bohr
Kohn-Sham gap   0.377 Eh
Highest occupied orbital energy   -9.5 eV
E_tot   -379.3181 a.u.
SMILES   [H]/N=C/N.O.O.O


[4]
The following is a DFT calculation (wB97M-V/def2-TZVPD) of a molecular structure, C40H46BF5IrN6O2S3.

Cartesian coordinates (Å):
Ir (-0.0689, -0.1586, 0.2372)
C (1.5586, 3.1629, -1.6247)
C (2.2505, 2.8497, -0.2955)
C (3.4039, 3.8137, -0.0296)
C (1.2840, 2.8234, 0.8550)
C (1.0845, 3.8279, 1.8004)
C (0.1283, 3.3392, 2.6703)
N (-0.2381, 2.1259, 2.2617)
N (0.4588, 1.7930, 1.1465)
B (-1.0995, 1.0951, 3.0196)
N (-2.3027, 0.6579, 2.1652)
C (-3.6030, 0.8725, 2.3937)
C (-4.3332, 0.1284, 1.4960)
C (-3.3893, -0.5550, 0.7185)
N (-2.1569, -0.2245, 1.1427)
C (-3.7209, -1.5575, -0.3558)
C (-2.5184, -2.1308, -1.0995)
C (-4.5456, -2.6961, 0.2600)
N (-0.2463, -0.1727, 3.2732)
C (0.0662, -0.7459, 4.4366)
C (0.7421, -1.9289, 4.1854)
C (0.8110, -2.0291, 2.7981)
N (0.2213, -0.9420, 2.2639)
C (1.3433, -3.1564, 1.9575)
C (0.2280, -3.7461, 1.0874)
C (2.0094, -4.2220, 2.8195)
H (2.2762, 3.1034, -2.4455)
H (0.7437, 2.4633, -1.8076)
H (1.1459, 4.1763, -1.6111)
H (2.6683, 1.8471, -0.3803)
H (3.0421, 4.8419, 0.0484)
H (3.9300, 3.5687, 0.8948)
H (4.1173, 3.7813, -0.8534)
H (1.5908, 4.7771, 1.8577)
H (-0.2990, 3.7766, 3.5600)
H (-1.4700, 1.5629, 4.0565)
H (-3.9279, 1.5234, 3.1917)
H (-5.4073, 0.0593, 1.4236)
H (-4.3538, -1.0406, -1.0815)
H (-2.0421, -2.9191, -0.5130)
H (-2.8315, -2.5659, -2.0494)
H (-1.7713, -1.3693, -1.3386)
H (-3.9807, -3.1812, 1.0600)
H (-5.4844, -2.3341, 0.6790)
H (-4.7801, -3.4445, -0.4994)
H (-0.2199, -0.2850, 5.3690)
H (1.1067, -2.6375, 4.9106)
H (2.0928, -2.7542, 1.2780)
H (-0.6217, -4.0589, 1.6985)
H (-0.1297, -3.0057, 0.3632)
H (0.5933, -4.6105, 0.5303)
H (1.2916, -4.6805, 3.5037)
H (2.4173, -5.0108, 2.1873)
H (2.8278, -3.8057, 3.4118)
O (-1.2198, 1.3401, -1.0515)
S (-2.6991, 1.5385, -1.4115)
C (-2.6211, 2.2612, -3.0938)
C (-1.3928, 1.7707, -3.8442)
C (-1.3473, 0.2539, -4.0332)
C (0.0062, -0.2277, -4.5364)
S (1.2175, -0.4289, -3.1603)
O (0.3716, -0.5462, -1.8918)
C (1.7804, -2.0820, -3.5041)
C (2.7349, -2.2594, -4.4945)
C (3.1689, -3.5455, -4.7758)
C (2.6620, -4.6247, -4.0639)
C (1.7155, -4.4265, -3.0666)
C (1.2654, -3.1449, -2.7770)
C (-3.2455, 2.9440, -0.4695)
C (-4.5986, 3.0812, -0.1972)
C (-5.0216, 4.1744, 0.5464)
C (-4.0948, 5.0934, 1.0191)
C (-2.7387, 4.9298, 0.7517)
C (-2.3026, 3.8483, 0.0020)
H (-2.6301, 3.3430, -2.9830)
H (-3.5482, 1.9423, -3.5772)
H (-0.5032, 2.1082, -3.3135)
H (-1.3875, 2.2625, -4.8195)
H (-2.1136, -0.0693, -4.7401)
H (-1.5597, -0.2461, -3.0881)
H (0.4790, 0.4990, -5.1997)
H (-0.0544, -1.1869, -5.0455)
H (3.1415, -1.4128, -5.0391)
H (3.9111, -3.7022, -5.5475)
H (3.0104, -5.6255, -4.2847)
H (1.3203, -5.2691, -2.5133)
H (0.5226, -2.9723, -2.0076)
H (-5.3150, 2.3505, -0.5592)
H (-6.0749, 4.3041, 0.7612)
H (-4.4298, 5.9417, 1.6022)
H (-2.0181, 5.6471, 1.1242)
H (-1.2496, 3.6947, -0.2048)
F (6.3737, -1.3654, 4.2013)
C (5.5098, -1.1730, 3.2406)
C (4.3539, -0.4358, 3.4961)
F (4.1502, 0.0650, 4.7015)
C (3.4461, -0.2292, 2.4907)
F (2.3862, 0.5094, 2.7509)
C (3.6527, -0.7523, 1.1942)
S (2.5756, -0.5659, -0.1088)
C (4.8438, -1.4869, 0.9718)
F (5.0757, -2.0120, -0.2143)
C (5.7536, -1.7039, 1.9759)
F (6.8458, -2.4109, 1.7597)

Values from the calculation:
Net charge   +2
Strongest force on any atom   0.016 hartree/bohr
Kohn-Sham gap (alpha / beta)   0.342 / 0.210 Eh
Highest occupied orbital energy (alpha / beta)   -13.7 / -13.9 eV
Multiplicity   6
E_tot   -3853.3278 a.u.